Here is a gas-phase ion, C9H16ClN2 (charge +1) at a distorted geometry from OMol25. Energies are from ωB97M-V/def2-TZVPD.

The geometry in ORCA input format:
```
! RIJCOSX wB97M-V def2-TZVPD def2/J DEFGRID3
* xyz 1 1
C -0.12460 0.57497 2.73245
C -0.33437 0.64680 1.22609
C -1.28611 -0.37942 0.80348
C -1.27211 -0.82744 -0.66134
N -2.40285 -1.21373 -1.19703
N -0.17752 -0.84842 -1.34221
C 1.07203 -0.46785 -0.76363
C 2.12745 -1.57451 -0.92530
C 1.02994 0.43486 0.59690
C 1.41370 1.00969 -0.77611
C 0.62650 1.93023 -1.67986
Cl 3.15496 1.31233 -1.05328
H 0.23411 -0.51424 2.92804
H -1.06653 0.64319 3.38230
H 0.58996 1.41875 3.01385
H -0.53915 1.66477 1.04008
H -2.38001 -0.01947 0.81621
H -1.28402 -1.38398 1.41824
H -3.11639 -1.23342 -0.43419
H -2.65581 -1.40763 -2.19081
H -0.06981 -1.20596 -2.28260
H 2.69014 -1.50657 -1.86982
H 1.67152 -2.69525 -0.68280
H 2.88999 -1.33335 -0.16189
H 1.85776 0.42042 1.32519
H 0.83545 1.73667 -2.68581
H 0.79540 3.01685 -1.50363
H -0.43362 1.91358 -1.31240
*
```

## Properties
E_LUMO (eV): -2.949
Frontier orbital gap (eV): 10.31